Entry P
ORCA calculation (ωB97M-V/def2-TZVPD) on a 3-piece molecular cluster, C5H13NO2 overall.

Each line ends with the Löwdin charge.
Geometry (Å):
C (2.372, 1.562, 0.746)  -0.094
N (1.020, 1.156, 0.898)  0.126
C (-3.043, -0.042, 0.782)  -0.052
C (1.064, -1.243, 0.235)  0.009
C (0.542, 0.220, 0.026)  -0.401
C (0.579, 0.507, -1.476)  -0.136
O (1.358, 1.205, -2.037)  0.143
H (2.436, 2.327, -0.050)  0.122
H (3.041, 0.780, 0.369)  0.096
H (2.673, 1.922, 1.727)  0.092
H (-3.945, -0.643, 0.657)  0.019
H (-3.351, 0.980, 0.552)  0.020
H (-2.308, -0.396, 0.049)  -0.035
H (0.206, -1.877, -0.038)  0.068
H (1.934, -1.485, -0.373)  0.087
H (1.301, -1.342, 1.296)  0.087
H (-0.527, 0.148, 0.231)  0.095
H (-0.189, -0.132, -2.011)  0.136
H (-2.685, -0.166, 1.803)  0.019
H (-1.271, -2.045, -2.058)  -0.052
O (-1.207, -1.435, -1.329)  -0.349

The calculation puts the highest occupied orbital energy at -0.309 hartree.

***

Entry Q
ORCA calculation (ωB97M-V/def2-TZVPD) on a 2-piece molecular cluster, C5H13NO2 overall.

Each line ends with the Löwdin charge.
Geometry (Å):
C (0.893, -0.043, 1.641)  -0.063
C (0.073, -0.022, 0.231)  -0.452
N (-0.250, 1.464, -0.021)  -0.009
C (0.753, -0.791, -0.776)  -0.192
C (-0.220, -0.903, -2.002)  -0.127
C (0.426, -0.606, -3.378)  -0.299
O (1.363, 0.067, -3.501)  0.090
H (1.724, -0.768, 1.650)  0.061
H (0.201, -0.306, 2.539)  0.099
H (1.401, 0.850, 1.795)  0.023
H (-0.983, -0.372, 0.488)  0.144
H (0.579, 1.914, -0.547)  0.107
H (-0.483, 1.807, 0.922)  0.061
H (1.734, -0.499, -0.937)  0.097
H (0.662, -1.863, -0.403)  0.143
H (-0.848, -1.755, -1.953)  0.092
H (-0.884, 0.011, -2.033)  0.127
H (-0.076, -1.159, -4.137)  0.101
O (-2.313, 0.499, 5.586)  -0.125
H (-3.325, 0.527, 5.476)  0.077
H (-1.893, 1.030, 6.305)  0.047

The calculation puts the highest occupied orbital energy at -0.327 hartree. The SMILES is C[C@@H](N)CCC=O.O.

***

Energies relative to the most stable structure are entry P 4.256; entry Q 0.000, reported in eV.